[1]
14
Properties=species:S:1:pos:R:3:lowdin_spin:R:1 method="wB97M-V/def2-TZVPD" energy_ev=-20647.145 homo_ev="-5.7670 / -9.9519" multiplicity=3 lumo_ev="0.44 / -1.24" homo_lumo_gap_ev="6.2 / 8.7" total_charge=0 max_force_ha_per_bohr=0.1845
C 2.76 1.32 -0.19 0.726
C -1.33 -1.44 0.43 -0.001
N 1.84 0.50 0.14 0.510
O -1.26 2.36 0.20 0.000
O -1.11 -0.08 -0.02 -0.002
O 1.84 -0.66 0.64 0.664
S -2.11 1.21 0.18 0.000
H 3.85 1.12 0.13 0.046
H -2.65 1.05 -1.20 0.000
H 2.34 2.12 -0.69 0.054
H -1.70 -1.98 -0.35 0.000
H -2.29 -1.30 1.17 0.000
H -0.43 -1.88 1.06 -0.001
H 0.84 0.74 0.01 0.003

=====

[2]
14
Properties=species:S:1:pos:R:3:nbo_charge:R:1 method="wB97M-V/def2-TZVPD" energy_ev=-11867.574 homo_ev=-9.7796 lumo_ev=0.49 homo_lumo_gap_ev=10.3 smiles="O=CNC=O.O.O" total_charge=0 max_force_ha_per_bohr=0.0283
O 1.32 -1.39 0.98 -0.545
C 0.98 -1.24 -0.16 0.562
N 0.85 -0.06 -0.91 -0.725
C 1.61 1.06 -0.55 0.543
O 2.41 1.13 0.33 -0.532
H 0.65 -2.12 -0.75 0.112
H -0.13 0.10 -1.17 0.450
H 1.46 1.90 -1.26 0.113
H -0.42 -0.61 1.83 0.500
H -1.13 0.55 2.51 0.486
O -1.02 0.12 1.65 -0.980
H -2.78 -0.03 -1.32 0.486
H -1.89 0.27 -0.10 0.510
O -1.92 0.33 -1.08 -0.978

=====

[3]
12
Properties=species:S:1:pos:R:3:nbo_charge:R:1 method="wB97M-V/def2-TZVPD" energy_ev=-16555.069 homo_ev=-7.8822 lumo_ev=0.73 homo_lumo_gap_ev=8.6 total_charge=0 max_force_ha_per_bohr=0.0815
C -1.76 -0.40 0.12 -1.025
C 0.41 -0.14 1.59 -0.703
N 0.81 0.09 -1.21 -0.523
O 1.55 1.12 -1.88 -0.587
S -0.45 0.60 0.07 0.898
H -2.72 0.06 -0.21 0.221
H -1.74 -1.36 -0.29 0.204
H 1.36 0.24 1.52 0.210
H -0.41 0.22 2.25 0.245
H 0.28 -1.21 1.42 0.231
H 0.24 -0.46 -1.81 0.357
H 2.43 1.25 -1.59 0.473

=====

[4]
13
Properties=species:S:1:pos:R:3:nbo_charge:R:1 method="wB97M-V/def2-TZVPD" energy_ev=-27395.358 homo_ev=-8.7926 lumo_ev=0.39 homo_lumo_gap_ev=9.2 smiles="NC=O.CSS" total_charge=0 max_force_ha_per_bohr=0.0320
C -3.00 -1.29 -1.05 -0.755
S -2.07 -0.97 -2.56 0.067
S -0.68 0.49 -2.45 -0.128
H -3.02 -0.42 -0.40 0.230
H -2.53 -2.15 -0.57 0.228
H -4.02 -1.40 -1.41 0.237
H -1.45 1.61 -2.23 0.121
C 2.72 0.37 3.87 0.512
N 2.53 1.43 3.05 -0.822
O 3.80 0.21 4.39 -0.599
H 1.89 -0.30 4.08 0.121
H 3.18 2.20 2.97 0.404
H 1.60 1.67 2.75 0.383

=====

[5]
12
Properties=species:S:1:pos:R:3:nbo_charge:R:1 method="wB97M-V/def2-TZVPD" energy_ev=-13598.936 homo_ev=-8.9558 lumo_ev=0.75 homo_lumo_gap_ev=9.7 smiles="N=[SiH2].C1CO1" total_charge=0 max_force_ha_per_bohr=0.1206
C 1.46 0.18 0.73 -0.137
C 1.20 -0.58 -0.42 -0.118
N -1.75 -0.99 0.23 -1.443
O 0.66 0.65 -0.28 -0.514
Si -1.72 0.60 0.04 1.413
H 0.86 -0.18 1.55 0.214
H 2.44 0.80 0.71 0.211
H 1.98 -0.49 -1.30 0.178
H 0.38 -1.28 -0.51 0.239
H -2.01 -1.59 -0.53 0.380
H -1.45 1.39 -1.32 -0.212
H -2.04 1.48 1.10 -0.210

=====

[6]
12
Properties=species:S:1:pos:R:3:nbo_charge:R:1 method="wB97M-V/def2-TZVPD" energy_ev=-13599.715 homo_ev=-9.5276 lumo_ev=0.72 homo_lumo_gap_ev=10.3 total_charge=0 max_force_ha_per_bohr=0.0954
C -0.09 0.30 0.53 0.219
C 1.36 -1.47 -0.65 -0.250
N 0.58 0.03 1.51 -0.645
O 0.22 -0.69 -0.79 -0.624
Si -1.44 1.34 -0.23 0.837
H 1.98 -1.02 0.09 0.187
H 1.89 -1.37 -1.71 0.162
H 1.20 -2.53 -0.51 0.172
H 0.32 0.40 2.36 0.373
H -2.58 0.52 -0.84 -0.123
H -1.80 2.05 0.86 -0.193
H -1.02 2.03 -1.51 -0.116

=====

[7]
11
Properties=species:S:1:pos:R:3:nbo_charge:R:1 method="wB97M-V/def2-TZVPD" energy_ev=-14509.223 homo_ev=-6.2668 lumo_ev=-0.42 homo_lumo_gap_ev=5.8 total_charge=0 max_force_ha_per_bohr=0.1238
S -1.80 1.49 0.16 -1.062
H -2.79 2.19 -0.29 0.129
C 0.56 -0.44 -0.50 -0.108
C -0.51 -1.13 -0.56 -0.304
N 1.21 0.11 0.69 -0.726
H 1.22 -0.08 -1.40 0.212
H -1.02 -1.45 -1.51 0.259
H -1.00 -1.55 0.38 0.231
H 1.97 0.80 0.47 0.447
H 0.55 0.72 1.32 0.493
H 1.60 -0.66 1.25 0.428

=====

[8]
11
Properties=species:S:1:pos:R:3:nbo_charge:R:1 method="wB97M-V/def2-TZVPD" energy_ev=-14510.339 homo_ev=-8.6752 lumo_ev=0.58 homo_lumo_gap_ev=9.3 smiles="C=NC.S" total_charge=0 max_force_ha_per_bohr=0.0655
S 2.36 -0.20 -1.10 -0.349
H 2.65 -1.24 -0.06 0.183
C -1.44 -0.43 -0.68 -0.439
C -0.41 0.54 1.30 -0.045
N -0.76 -0.46 0.60 -0.415
H -2.36 -1.05 -0.57 0.208
H -1.81 0.59 -0.86 0.166
H -0.69 -0.72 -1.45 0.226
H -0.90 1.50 1.36 0.133
H 0.65 0.48 1.71 0.164
H 2.71 0.97 -0.26 0.168

=====

[9]
11
Properties=species:S:1:pos:R:3:nbo_charge:R:1 method="wB97M-V/def2-TZVPD" energy_ev=-14512.529 homo_ev=-9.1461 lumo_ev=0.92 homo_lumo_gap_ev=10.1 smiles=NCCS total_charge=0 max_force_ha_per_bohr=0.0198
C 0.72 -0.35 -0.13 -0.227
C -0.07 0.92 -0.43 -0.545
S -1.75 0.97 0.21 -0.036
N 0.48 -0.92 1.22 -0.839
H 1.80 -0.15 -0.18 0.191
H 0.60 -1.09 -0.93 0.162
H 0.02 1.10 -1.50 0.230
H 0.42 1.78 0.01 0.225
H -2.43 0.54 -0.86 0.123
H -0.53 -0.92 1.39 0.362
H 0.75 -1.89 1.21 0.356

=====

[10]
11
Properties=species:S:1:pos:R:3:lowdin_spin:R:1 method="wB97M-V/def2-TZVPD" energy_ev=-14509.234 homo_ev="-7.9620 / -9.9221" multiplicity=3 lumo_ev="0.93 / -0.15" homo_lumo_gap_ev="8.9 / 9.8" total_charge=0 max_force_ha_per_bohr=0.0172
C -1.72 -1.73 -0.15 0.813
C 0.77 1.89 -0.05 0.034
N 1.65 -0.43 0.67 0.554
S 1.68 0.44 -0.66 0.387
H -1.87 -1.88 -1.19 0.062
H -2.31 -2.27 0.56 0.062
H -0.93 -1.10 0.20 0.065
H -0.10 1.54 0.48 0.004
H 0.49 2.50 -0.91 0.000
H 1.42 2.46 0.61 0.007
H 2.13 -1.31 0.53 0.012

=====

[11]
11
Properties=species:S:1:pos:R:3:lowdin_spin:R:1 method="wB97M-V/def2-TZVPD" energy_ev=-14503.013 homo_ev="-13.3405 / -13.3384" multiplicity=2 lumo_ev="-5.06 / -8.08" homo_lumo_gap_ev="8.3 / 5.3" total_charge=+1 max_force_ha_per_bohr=0.0807
S 0.90 0.45 -2.31 0.001
H 0.78 -0.56 -1.39 0.000
C -1.07 -0.10 1.63 0.153
C -1.18 -1.25 2.42 0.527
N 0.06 0.54 1.23 0.260
H -1.91 0.43 1.22 0.004
H -2.17 -1.83 2.29 0.021
H -0.52 -1.43 3.24 0.023
H 0.83 -0.08 1.51 0.003
H -0.08 0.79 0.26 0.007
H 1.81 -0.14 -3.08 0.000

=====

[12]
11
Properties=species:S:1:pos:R:3:lowdin_spin:R:1 method="wB97M-V/def2-TZVPD" energy_ev=-14502.458 homo_ev="-12.9609 / -12.9528" multiplicity=2 lumo_ev="-4.96 / -8.72" homo_lumo_gap_ev="8.0 / 4.2" total_charge=+1 max_force_ha_per_bohr=0.1519
S 2.10 0.30 -1.50 0.001
H 2.82 1.45 -1.31 0.000
C -1.26 0.04 1.07 0.135
C -2.47 0.73 1.22 0.388
N -1.11 -1.37 0.85 0.413
H -0.35 0.54 1.35 0.008
H -2.46 1.76 1.38 0.022
H -3.42 0.12 1.37 0.010
H -1.58 -1.94 1.51 0.011
H -0.51 -1.74 0.24 0.012
H 2.18 -0.02 -0.16 0.000

=====

[13]
12
Properties=species:S:1:pos:R:3:nbo_charge:R:1 method="wB97M-V/def2-TZVPD" energy_ev=-25346.463 homo_ev=-8.6196 lumo_ev=0.24 homo_lumo_gap_ev=8.9 smiles="C=NC.SS" total_charge=0 max_force_ha_per_bohr=0.0275
S 1.29 -1.29 -0.81 -0.152
S 1.65 0.64 -0.10 -0.127
H 2.43 -1.85 -0.39 0.140
H 2.97 0.39 0.06 0.141
C -2.65 0.31 1.66 -0.452
C -1.64 0.39 -0.49 -0.071
N -2.04 1.00 0.53 -0.389
H -2.07 -0.60 1.85 0.191
H -2.53 1.02 2.47 0.212
H -3.68 0.03 1.42 0.205
H -1.01 0.86 -1.24 0.170
H -1.81 -0.69 -0.64 0.133

=====

[14]
11
Properties=species:S:1:pos:R:3:nbo_charge:R:1 method="wB97M-V/def2-TZVPD" energy_ev=-11554.122 homo_ev=-9.7031 lumo_ev=0.98 homo_lumo_gap_ev=10.7 smiles="C=C[SiH2]N" total_charge=0 max_force_ha_per_bohr=0.0731
C 1.91 0.32 -0.09 -0.428
C 1.16 -0.71 0.23 -0.470
N -1.60 0.86 0.38 -1.297
Si -1.05 -0.65 -0.23 1.248
H 2.97 0.37 0.11 0.191
H 1.50 1.19 -0.57 0.177
H 1.55 -1.59 0.71 0.195
H -1.00 1.66 0.32 0.398
H -2.56 1.13 0.23 0.394
H -1.70 -1.68 0.57 -0.200
H -1.18 -0.89 -1.67 -0.208

=====

[15]
10
Properties=species:S:1:pos:R:3:nbo_charge:R:1 method="wB97M-V/def2-TZVPD" energy_ev=-4234.195 homo_ev=-2.1227 lumo_ev=4.61 homo_lumo_gap_ev=6.7 total_charge=-1 max_force_ha_per_bohr=0.0143
O 0.11 -1.97 1.46 -1.369
H 0.13 -1.92 2.43 0.386
C -0.80 0.54 -0.47 -0.615
C 0.73 0.49 -0.50 -0.634
H -1.13 0.32 0.54 0.244
H -1.17 -0.26 -1.12 0.198
H -1.25 1.46 -0.85 0.162
H 1.11 -0.08 -1.35 0.182
H 1.21 1.48 -0.53 0.162
H 1.07 -0.07 0.38 0.284

=====

[16]
11
Properties=species:S:1:pos:R:3:nbo_charge:R:1 method="wB97M-V/def2-TZVPD" energy_ev=-6282.496 homo_ev=-3.2699 lumo_ev=4.46 homo_lumo_gap_ev=7.7 total_charge=-1 max_force_ha_per_bohr=0.0174
C 0.68 0.55 0.24 -0.046
O 0.49 -0.76 -0.20 -0.814
C 0.44 0.70 1.74 -0.626
H 0.00 1.25 -0.26 0.164
H 1.71 0.88 0.01 0.109
H 1.06 0.05 2.35 0.186
H -0.61 0.47 1.96 0.199
H 0.54 1.77 2.00 0.175
H -0.29 -0.69 -0.90 0.508
H -1.40 -1.15 -2.31 0.404
O -1.50 -0.44 -1.67 -1.258

=====

[17]
11
Properties=species:S:1:pos:R:3:nbo_charge:R:1 method="wB97M-V/def2-TZVPD" energy_ev=-6274.379 homo_ev=-16.5286 lumo_ev=-5.61 homo_lumo_gap_ev=10.9 total_charge=+1 max_force_ha_per_bohr=0.0287
O -0.86 -1.17 -1.12 -0.968
H -1.80 -1.32 -1.04 0.496
H 1.27 0.20 -0.97 0.329
H -0.53 -1.85 -1.71 0.506
C 1.20 0.67 0.01 -0.773
C 0.04 0.25 0.75 0.604
O -0.95 1.04 0.90 -0.530
H 2.13 0.31 0.46 0.300
H 1.17 1.76 -0.12 0.280
H -0.10 -0.70 1.25 0.217
H -1.57 0.81 1.60 0.539

=====

[18]
11
Properties=species:S:1:pos:R:3:nbo_charge:R:1 method="wB97M-V/def2-TZVPD" energy_ev=-6270.859 homo_ev=-15.1752 lumo_ev=-6.22 homo_lumo_gap_ev=9.0 total_charge=+1 max_force_ha_per_bohr=0.1179
O -1.63 1.72 -0.93 -0.988
H -0.63 0.79 1.29 0.598
H -2.32 1.17 -1.40 0.481
H -1.84 2.81 -1.52 0.511
O 0.32 0.37 0.76 -0.540
C 0.35 -0.93 0.66 0.533
C 1.40 -1.59 -0.19 -0.779
H -0.25 -1.58 1.64 0.246
H 2.06 -0.61 -0.36 0.287
H 2.05 -2.40 0.16 0.311
H 0.91 -1.82 -1.35 0.339

=====

[19]
14
Properties=species:S:1:pos:R:3:nbo_charge:R:1 method="wB97M-V/def2-TZVPD" energy_ev=-37240.443 homo_ev=-8.9076 lumo_ev=0.59 homo_lumo_gap_ev=9.5 smiles="COP(S)S.C=O" total_charge=0 max_force_ha_per_bohr=0.0719
C -2.78 -0.28 -2.54 0.267
C 1.92 -0.75 -0.18 -0.247
O -1.77 0.37 -2.57 -0.495
O 1.35 -0.62 1.04 -0.824
P -0.17 0.05 1.47 0.910
S 0.10 2.09 0.82 -0.367
S 0.56 0.33 3.48 -0.353
H -3.12 -1.05 -3.32 0.118
H -3.50 0.02 -1.72 0.110
H -0.69 2.54 1.84 0.157
H 1.71 0.17 -0.77 0.187
H 1.58 -1.74 -0.69 0.167
H 3.01 -1.04 0.03 0.195
H 1.78 -0.10 3.12 0.175

=====

[20]
14
Properties=species:S:1:pos:R:3:nbo_charge:R:1 method="wB97M-V/def2-TZVPD" energy_ev=-27044.182 homo_ev=-3.9934 lumo_ev=2.15 homo_lumo_gap_ev=6.1 total_charge=-1 max_force_ha_per_bohr=0.0971
C -1.37 1.55 -0.27 -1.103
C -1.35 -1.42 0.69 -1.121
O 0.77 -0.26 -1.00 -1.350
O 4.58 -0.99 -0.19 -0.840
O 4.33 1.33 0.42 -0.848
Si -0.74 -0.31 -0.74 1.703
S 3.92 -0.04 0.67 1.678
H -1.59 2.07 -1.23 0.199
H -2.19 1.55 0.32 0.186
H -0.43 2.06 0.11 0.218
H -0.84 -2.34 0.67 0.212
H -1.15 -0.96 1.67 0.201
H -2.36 -1.48 0.71 0.200
H -1.58 -0.76 -1.82 -0.336